1.
Density functional theory data (ωB97M-V/def2-TZVPD) for a molecular structure, C4H15N4.

charge = +1
gap between HOMO and LUMO = 9.31 eV
maximum force = 3.47 eV/Å
E_HOMO = -12.0 eV
multiplicity = 1
LUMO level = -2.7 eV

```
23
Properties=species:S:1:pos:R:3:lowdin_charge:R:1
C 1.7301 0.8266 1.7884 -0.11
N 0.3024 0.5780 1.7767 -0.09
C 0.1590 -0.9581 1.9836 -0.20
N -0.0886 -1.6123 0.6994 0.02
H 1.9770 1.9019 1.7978 0.10
H 2.2354 0.4462 2.7058 0.10
H 2.2750 0.3223 0.9930 0.09
H -0.0734 1.0809 2.5302 0.12
H -0.7163 -1.1081 2.6403 0.13
H 1.0920 -1.2893 2.5041 0.12
H 0.7365 -1.7571 0.1939 0.06
H -0.4623 -2.5411 0.8962 0.10
C -0.6803 0.4373 -2.7462 -0.16
C -1.0114 0.1769 -1.4532 -0.16
N -1.0362 1.2210 -0.4257 0.07
N -0.7539 -0.5271 -3.8160 0.04
H -0.2711 1.4090 -3.0598 0.12
H -1.3680 -0.7993 -1.1194 0.09
H -0.2656 0.8621 0.5644 0.12
H -0.7282 2.1172 -0.7406 0.12
H -1.9244 1.3176 0.0926 0.15
H -1.2606 -1.3361 -3.5422 0.06
H 0.1328 -0.7687 -4.2632 0.09
```



2.
Density functional theory data (ωB97M-V/def2-TZVPD) for 3 unconnected molecules or ions with the total composition C4H15NO2.

gap between HOMO and LUMO = 9.41 eV
structure (SMILES) = CCCNC.O.O
maximum force = 2.21 eV/Å
E_HOMO = -8.7 eV
multiplicity = 1
LUMO level = 0.7 eV

```
22
Properties=species:S:1:pos:R:3:lowdin_charge:R:1
C 2.8152 -0.2220 0.7077 -0.12
C 1.5294 -0.7079 0.0162 -0.24
C 0.8211 0.4367 -0.7447 -0.27
N -0.6023 0.2760 -0.7065 -0.15
C -1.4110 0.9056 -1.7646 -0.13
H 3.5665 -0.0586 -0.0753 0.07
H 2.6836 0.7012 1.2686 0.07
H 3.2686 -0.9605 1.3700 0.06
H 1.7878 -1.4780 -0.7070 0.10
H 0.8902 -1.1049 0.8059 0.10
H 1.1508 1.4010 -0.3224 0.11
H 1.2318 0.4467 -1.7548 0.12
H -1.1511 0.3112 0.1329 0.09
H -0.9738 1.8184 -2.1768 0.08
H -1.6384 0.1807 -2.5497 0.07
H -2.3660 1.2191 -1.3350 0.07
H -2.3611 3.0192 0.8937 0.04
H -1.1190 2.1192 0.7560 -0.01
O -1.4067 3.0052 1.0041 -0.05
H -1.9336 -3.2125 1.2801 0.03
H -2.5059 -4.4943 1.8094 0.03
O -2.2760 -3.6016 2.0921 -0.06
```